(1)
Here is C37H36FN2O5STl as an isolated structure from OMol25. Energies are from ωB97M-V with the def2-TZVPD basis set.

Cartesian coordinates (Å):
1 Tl -2.5250 -0.3043 1.3933
2 S 1.4789 0.3445 -0.2951
3 F -4.3638 -4.7224 -3.3533
4 O -1.6284 -2.2289 2.6700
5 O -1.6569 -5.0452 2.9452
6 O -2.9425 3.1074 -0.8890
7 O 0.7358 -0.2093 -1.4566
8 O -0.4330 1.9589 0.5840
9 N 0.6084 1.3865 2.5613
10 N 0.1764 0.0805 2.4156
11 C -3.8974 -3.8251 -2.4224
12 C 0.9435 -0.7704 2.9669
13 C 3.4131 -3.2517 -3.4882
14 C -0.5419 -2.8430 2.9599
15 C 1.9022 2.7448 -1.6350
16 C 2.6373 1.5627 -1.0897
17 C 1.1468 2.6261 -2.8000
18 C 0.5539 -4.9333 3.6745
19 C 2.3697 -3.4985 -2.6037
20 C 0.4787 6.3410 2.9143
21 C 0.7268 -2.1926 3.1697
22 C 0.1218 2.2239 1.6854
23 C 4.1935 -1.4913 -2.0477
24 C 2.9169 -0.8691 0.0323
25 C 1.8189 -2.9126 3.6793
26 C -0.5419 -4.2700 3.1772
27 C -3.8765 2.0948 -1.2199
28 C -2.1794 -2.3908 -1.6061
29 C 0.4218 3.7055 -3.2787
30 C -2.6302 -3.3004 -2.5644
31 C -2.9387 -1.9894 -0.4962
32 C -4.7129 -3.4675 -1.3716
33 C -2.4819 -4.6988 1.8334
34 C 0.3092 3.6728 2.0736
35 C -0.5141 4.6448 1.5177
36 C 2.2422 -2.7470 -1.4481
37 C 1.9095 3.9624 -0.9618
38 C 1.2511 4.0616 3.0275
39 C 3.1571 -1.7359 -1.1497
40 C 1.7486 -4.2592 3.9515
41 C 1.1824 5.0420 -1.4390
42 C -0.4369 5.9664 1.9404
43 C 4.3271 -2.2474 -3.2052
44 C 0.4361 4.9169 -2.6014
45 C -3.2933 1.0584 -2.1647
46 C 1.3350 5.3813 3.4458
47 C -4.2121 -2.5623 -0.4319
48 H 4.9068 -0.7020 -1.8350
49 H 3.1047 0.9793 -1.8847
50 H 2.0627 5.6667 4.1978
51 H 0.5191 7.3656 3.2670
52 H 1.1852 5.9741 -0.8871
53 H -5.7124 -3.8839 -1.3010
54 H -4.7313 2.6065 -1.6731
55 H 1.1081 1.6700 -3.3076
56 H -1.2334 4.3552 0.7606
57 H -2.1584 2.6805 -0.4994
58 H 2.7463 -2.3762 3.8624
59 H -4.8780 -2.3012 0.3945
60 H 2.6012 -4.7979 4.3475
61 H 1.6430 -4.2711 -2.8230
62 H 0.4635 -6.0000 3.8510
63 H -2.9807 1.5277 -3.1015
64 H 3.7753 -0.2687 0.3280
65 H 1.4197 -2.9292 -0.7673
66 H 1.8983 3.3027 3.4456
67 H -0.1487 5.7527 -2.9660
68 H 1.9037 -0.3984 3.3469
69 H -1.1007 6.7092 1.5116
70 H -1.8847 -4.5397 0.9308
71 H -2.4190 0.6006 -1.7000
72 H -4.0244 0.2755 -2.3790
73 H -3.1448 -5.5523 1.6820
74 H -3.0536 -3.7951 2.0153
75 H -1.1904 -1.9650 -1.7488
76 H -2.0208 -3.5725 -3.4201
77 H -0.1756 3.5938 -4.1753
78 H 3.5070 -3.8349 -4.3965
79 H 2.5371 -1.4333 0.8860
80 H -4.2368 1.5875 -0.3121
81 H 3.3542 1.8527 -0.3199
82 H 2.4762 4.0548 -0.0415
83 H 5.1458 -2.0503 -3.8877

The value obtained for the LUMO energy is 4.22 eV. The total charge is -2. For the largest force on an atom, the calculation gives 1.16 eV Å⁻¹. For the HOMO-LUMO gap, the calculation gives 5.47 eV. As for the energy above the lowest of the compared OMol25 structures with the same formula, charge and spin: 0.0 kJ/mol. Its spin multiplicity is 1.

***

(2)
Here is a 3-piece molecular cluster, C37H36NO7 overall from OMol25. Energies are from ωB97M-V with the def2-TZVPD basis set.

Cartesian coordinates (Å):
1 O 3.4743 3.7155 3.4484
2 O -2.5083 0.4259 -3.6565
3 O 0.8126 -1.7059 1.0761
4 O 2.6880 -3.1711 0.3671
5 O -0.5385 4.3405 -6.7068
6 O -1.8572 3.6668 3.1648
7 O 3.8145 -6.0151 2.3844
8 N -0.8007 -3.9440 0.1048
9 C -0.0612 6.0587 6.0979
10 C -0.7012 5.2874 5.1266
11 C 0.1688 2.7953 2.3592
12 C 2.3145 2.0337 1.5397
13 C -1.6191 2.2573 -6.6255
14 C -0.4591 4.7193 -3.9379
15 C 1.5616 2.8282 2.4141
16 C -1.2911 -5.3365 -0.2372
17 C -1.0412 3.8582 -1.7557
18 C -1.0310 -3.5191 1.5379
19 C -0.6347 3.6552 3.2508
20 C -1.5419 2.5642 -3.7408
21 C 2.2508 3.6834 3.4020
22 C -1.6904 2.1573 -8.0212
23 C -2.6610 0.0816 -6.4260
24 C -1.0154 3.4549 -6.0079
25 C -2.2477 1.0220 -8.6136
26 C -1.5670 2.7090 -2.3483
27 C 1.6704 1.1931 0.6307
28 C -2.1154 1.2261 -5.8295
29 C 1.4446 4.4919 4.3381
30 C -0.2512 -2.1485 1.9914
31 C -2.1635 -6.0723 0.9404
32 C 1.3297 6.0407 6.1985
33 C -2.7255 -0.0178 -7.8166
34 C -2.0842 1.3373 -4.3577
35 C 2.1181 -2.2989 1.4082
36 C 2.0841 5.2627 5.3177
37 C -1.1561 -6.1879 2.2593
38 C -0.7043 -4.6643 2.6652
39 C 3.5192 -5.4411 1.0559
40 C -0.4793 4.8578 -2.5493
41 C 0.0532 4.4949 4.2513
42 C -0.4747 1.9459 1.4510
43 C -1.0024 3.5747 -4.5357
44 C 3.9071 -3.8416 0.9124
45 C 0.2772 1.1420 0.5927
46 H -3.1531 -0.9054 -8.2779
47 H -1.3382 -4.3764 3.6349
48 H 4.8294 -3.7772 0.1776
49 H 3.5896 -6.9969 2.2801
50 H -1.0630 -1.2848 2.0679
51 H -3.1944 -5.5748 1.1832
52 H -2.3311 -7.1960 0.5727
53 H -0.2247 0.4774 -0.1070
54 H -1.3616 -3.2765 -0.5046
55 H -1.0684 3.9719 -0.6742
56 H 0.4271 -4.6457 3.0047
57 H 4.2394 -3.3410 1.9263
58 H 1.8280 6.6344 6.9618
59 H -0.6488 6.6702 6.7792
60 H 2.8785 -1.3887 1.5254
61 H -1.9994 1.9304 -1.7221
62 H 2.1339 -2.9018 2.4262
63 H -1.5620 1.9046 1.4121
64 H -0.1579 -6.7676 1.9591
65 H -1.6464 -6.8029 3.1270
66 H -0.0612 5.7493 -2.0869
67 H -1.7876 5.3027 5.0572
68 H -0.3098 -5.9999 -0.3836
69 H 4.1242 -6.1001 0.2729
70 H -3.0405 -0.7321 -5.8102
71 H 0.1481 -2.2956 3.1066
72 H -1.8533 -5.3928 -1.2807
73 H 0.1913 -3.8821 -0.2233
74 H -2.3067 0.9487 -9.6974
75 H -2.1979 -3.2856 1.6289
76 H 2.2564 0.5734 -0.0444
77 H 3.4024 2.0642 1.5675
78 H 2.3632 -5.5469 0.8215
79 H 3.1698 5.2568 5.4010
80 H -0.0239 5.5063 -4.5513
81 H -1.3166 2.9633 -8.6507

The value obtained for the LUMO energy is -2.93 eV. The total charge is +1. For the largest force on an atom, the calculation gives 3.47 eV Å⁻¹. For the HOMO-LUMO gap, the calculation gives 8.33 eV. Its spin multiplicity is 1.

***

(3)
Here is C37H37AuBrN4O5 as an isolated structure from OMol25. Energies are from ωB97M-V with the def2-TZVPD basis set.

Cartesian coordinates (Å):
1 Au 0.0211 -0.6789 0.6004
2 Br -0.4792 -2.9001 -1.2777
3 O 0.7060 4.5373 1.9757
4 O 1.9641 0.0224 -3.1755
5 O 3.5780 -1.5421 2.0468
6 O 2.1268 -2.1568 0.4609
7 O -0.9445 4.1858 -3.9168
8 N 1.6644 -4.4562 1.2417
9 N -1.0046 2.7679 -1.7549
10 N 0.0393 0.8330 -1.0689
11 N -0.0990 2.6802 0.3614
12 C -2.2870 4.4922 -0.5715
13 C 1.3216 0.5872 3.0574
14 C -2.8603 6.4885 -1.7657
15 C -1.6941 0.0827 -2.5782
16 C 2.6181 0.5291 -2.0300
17 C 1.4785 5.5924 2.5162
18 C -2.6587 -3.8829 2.2084
19 C 2.6045 -3.7741 2.1406
20 C 0.5210 2.2319 1.5258
21 C -1.6275 -1.4058 2.9430
22 C -2.2341 6.0097 -2.9075
23 C -1.8328 -3.1530 1.2928
24 C 0.6317 -0.1323 -3.2441
25 C 1.6065 2.9215 3.5725
26 C 3.8287 -5.2854 0.7612
27 C -2.4281 -2.1236 3.8479
28 C 1.7717 1.5870 3.9027
29 C 3.8966 -4.6026 2.1252
30 C -1.3350 -1.8991 1.7017
31 C 2.8511 -2.3625 1.5706
32 C -2.9421 -3.3313 3.4748
33 C -0.8484 4.8580 -5.1523
34 C -0.3756 2.0501 -0.7917
35 C -3.1750 -5.1412 1.8406
36 C -1.6018 4.7776 -2.8812
37 C -1.1630 -0.8393 -4.7175
38 C 0.7119 0.9028 1.8583
39 C -1.6151 4.0230 -1.6904
40 C -2.1112 -0.4596 -3.7689
41 C -1.5851 -3.7742 0.0498
42 C 0.1744 -0.6721 -4.4558
43 C -2.0946 -4.9978 -0.2884
44 C -2.9029 -5.6920 0.6213
45 C -2.8949 5.7357 -0.6062
46 C -0.3313 0.2705 -2.2931
47 C 2.3415 -5.5990 0.6146
48 C 0.9568 3.2626 2.4008
49 H -3.3100 -6.6502 0.3422
50 H 2.4221 -0.0818 -1.1465
51 H -1.2312 -0.4520 3.2589
52 H -1.8282 4.9880 -5.6159
53 H 2.5450 5.4168 2.3505
54 H 2.2168 -3.6431 3.1547
55 H -0.2415 3.6875 0.3607
56 H 0.9223 -0.9508 -5.1793
57 H 2.0977 -6.5395 1.1195
58 H 1.2923 5.7305 3.5832
59 H 2.3270 1.5671 -1.8374
60 H -3.3307 7.4579 -1.7881
61 H 1.4447 -0.4426 3.3469
62 H 1.9839 3.6828 4.2361
63 H -0.9268 2.4016 -2.6981
64 H 0.8007 -4.7314 1.6915
65 H -3.1641 -0.5753 -3.9701
66 H 1.1691 6.4921 1.9858
67 H 4.1388 -4.5898 -0.0181
68 H -2.6254 -1.7001 4.8229
69 H -2.4157 0.3754 -1.8261
70 H -3.8070 -5.6515 2.5499
71 H -1.8811 -5.4223 -1.2565
72 H -2.3713 3.8769 0.3122
73 H 3.6827 0.5009 -2.2665
74 H 4.4465 -6.1777 0.6989
75 H -3.5752 -3.8832 4.1528
76 H 2.0334 -5.6753 -0.4305
77 H -0.3580 5.8267 -5.0408
78 H 1.7114 -3.0693 0.2964
79 H 3.8799 -5.3447 2.9234
80 H 2.2395 1.3229 4.8351
81 H -3.3976 6.1003 0.2761
82 H 4.7782 -3.9768 2.2411
83 H -2.2414 6.6036 -3.8063
84 H -1.4809 -1.2517 -5.6612
85 H -0.2343 4.2109 -5.7743

The value obtained for the LUMO energy is -4.40 eV. The total charge is +1. For the largest force on an atom, the calculation gives 2.34 eV Å⁻¹. For the HOMO-LUMO gap, the calculation gives 5.93 eV. As for the energy above the lowest of the compared OMol25 structures with the same formula, charge and spin: 133.4 kJ/mol. Its spin multiplicity is 1.